1.
9 unconnected molecules or ions with the total composition C36H91F2N7O12S2 at a distorted geometry. Source: the Open Molecules 2025 dataset; level of theory: ωB97M-V with the def2-TZVPD basis set.

Element x y z (Å)
O -1.5732 -3.4224 3.5615
H -0.9727 -3.0665 2.9026
H -1.2216 -3.2106 4.4293
H -2.4582 -3.0587 3.4830
N -0.3333 -2.3106 1.7617
S 0.8478 -1.4219 2.0494
O 0.5077 -0.2694 2.8999
O 1.9424 -1.3693 1.0761
F 1.5837 -2.3176 3.1757
S -0.8852 -1.1894 0.6871
O -0.4330 -1.3682 -0.6867
O -1.1553 0.1598 1.0936
F -2.4159 -1.6923 0.6292
C -0.3345 -4.6614 -1.4127
C 0.7836 -4.5653 -0.4028
O 0.2838 -4.8282 0.8475
H -0.6692 -5.6781 -1.6184
H 0.1643 -4.2453 -2.2880
H -1.1585 -4.0232 -1.0937
H 1.2329 -3.5725 -0.3817
H 1.5467 -5.2872 -0.6937
H 0.0441 -3.9879 1.2449
C 0.2948 0.0011 -4.8202
C -0.3509 -1.0887 -5.7429
C -0.7823 -2.2402 -4.8378
C -2.0439 -2.0565 -4.0160
C -3.2552 -1.6749 -4.9108
C -2.9103 -0.4836 -5.8660
N -1.5500 -0.6069 -6.4643
O -1.1826 0.4449 -7.3081
C -3.9321 -0.6222 -6.9887
C -3.0550 0.8868 -5.1822
C 0.7264 -1.5478 -6.6799
H 0.3843 0.9621 -5.3268
H 1.3112 -0.2463 -4.5137
H -0.2571 0.1458 -3.8915
H -0.7597 -3.1170 -5.4849
H 0.0319 -2.4028 -4.1316
H -1.9147 -1.3140 -3.2285
H -2.2158 -2.9875 -3.4758
H -3.9955 -1.3691 -4.1715
H -3.6013 -2.5583 -5.4474
H -3.7477 -1.4221 -7.7058
H -4.9939 -0.6381 -6.7427
H -3.9894 0.2581 -7.6289
H -4.0558 0.9997 -4.7652
H -2.2974 0.9710 -4.4030
H -2.8317 1.6814 -5.8941
H 1.5883 -1.9241 -6.1289
H 1.1682 -0.7367 -7.2587
H 0.2566 -2.2439 -7.3748
H -1.1363 1.1949 -6.7107
C -4.3524 5.7740 -2.5092
C -4.8368 4.5094 -1.7593
C -4.3694 3.2674 -2.6363
C -4.3357 1.9037 -1.8307
C -3.5248 2.0801 -0.5378
C -3.9997 3.2796 0.3444
N -4.2030 4.4798 -0.4695
O -4.6601 5.5180 0.3278
C -5.2815 2.8578 1.1817
C -2.8620 3.5826 1.3171
C -6.3304 4.5055 -1.6638
H -3.2654 5.7183 -2.4505
H -4.7281 6.7355 -2.1593
H -4.7314 5.8870 -3.5249
H -5.0592 2.9732 -3.4273
H -3.4016 3.4705 -3.0947
H -3.8308 1.1635 -2.4513
H -5.3275 1.4564 -1.7636
H -2.4753 2.2328 -0.7896
H -3.5868 1.2197 0.1284
H -5.1733 1.8935 1.6783
H -5.7654 3.5937 1.8238
H -6.0396 2.5292 0.4708
H -1.9534 3.8893 0.7988
H -3.0741 4.4096 1.9947
H -2.5611 2.6728 1.8367
H -6.7976 5.1335 -0.9052
H -6.6614 3.5285 -1.3117
H -6.8052 4.7811 -2.6054
H -4.0101 6.1693 0.0541
C 3.9268 0.0672 -3.0536
C 3.6530 0.6049 -1.6160
C 2.0954 0.8036 -1.3562
O 1.5973 1.9605 -2.1217
C 0.2465 2.2524 -1.8853
N 4.2304 -0.3245 -0.6123
H 4.9968 -0.0383 -3.2331
H 3.6350 0.7577 -3.8448
H 3.3785 -0.8540 -3.2507
H 4.0750 1.5965 -1.4525
H 1.7672 0.8551 -0.3180
H 1.6135 -0.0695 -1.7961
H -0.2874 1.3776 -1.5142
H -0.2703 2.7069 -2.7306
H 0.2109 3.0918 -1.1909
H 3.4811 -0.7405 -0.0778
H 4.6606 0.2041 0.1331
C 3.6152 -7.0546 1.7644
C 3.4969 -5.9511 2.7738
C 3.9607 -4.5571 2.1385
O 4.1201 -3.4833 3.0165
C 4.9043 -2.3815 2.5292
N 2.1658 -5.9143 3.3814
H 2.9792 -6.9304 0.8878
H 3.3722 -7.9921 2.2645
H 4.6257 -7.1360 1.3639
H 4.2620 -6.2205 3.5019
H 3.2062 -4.3224 1.3877
H 4.8815 -4.7322 1.5821
H 4.4806 -2.0942 1.5669
H 5.9597 -2.6459 2.4635
H 4.8771 -1.5308 3.2102
H 1.8965 -6.8713 3.5594
H 1.5611 -5.7307 2.5935
C 3.3323 2.7798 2.4315
C 3.9250 1.4988 3.0362
C 5.4695 1.2863 2.8281
O 5.6722 1.1063 1.4359
C 7.0371 0.8604 1.1235
N 3.7470 1.4307 4.4786
H 2.2851 2.8614 2.7229
H 3.5716 2.8828 1.3731
H 3.8887 3.5431 2.9754
H 3.3744 0.6634 2.6038
H 5.7243 0.3240 3.2722
H 6.0540 2.1251 3.2061
H 7.1876 0.8298 0.0443
H 7.4927 -0.0136 1.5891
H 7.6601 1.6902 1.4571
H 4.1505 0.5964 4.8802
H 4.3388 2.1088 4.9369
C 0.0750 2.7699 5.1343
C 0.4391 1.8141 6.3107
C -0.7329 1.3936 7.1975
O -0.2973 0.5173 8.2322
C -1.3363 -0.0422 9.1170
N 1.1894 0.7258 5.6541
H -0.5413 3.5178 5.6332
H -0.5294 2.2857 4.3673
H 0.9712 3.1624 4.6538
H 1.1426 2.4392 6.8607
H -1.5150 0.9117 6.6108
H -1.2197 2.3261 7.4827
H -2.0054 -0.7259 8.5945
H -2.0421 0.7019 9.4862
H -0.8459 -0.6300 9.8929
H 0.7247 0.3255 4.8517
H 2.0104 1.1359 5.2324

Forces on atoms 1 to 2 (eV/Å):
O -2.372 -2.546 3.360
H 2.489 2.024 -3.929

## Properties
LUMO level (alpha / beta): 1.65 / 1.38 eV
DFT total energy: -3708.1588 Eh
HOMO level (alpha / beta): -0.086 / -0.207 hartree
Energy above the lowest of the compared OMol25 structures with the same formula, charge and spin: 0.0 kcal per mole
Maximum force: 7.7 eV Å⁻¹
<S²>: 0.7518
2S+1: 2
Charge: -1

2.
8 unconnected molecules or ions with the total composition C36H94N6O12 at a distorted geometry. Source: the Open Molecules 2025 dataset; level of theory: ωB97M-V with the def2-TZVPD basis set.

Element x y z (Å)
C 9.0536 -1.0033 2.4137
O 8.1640 -0.1899 1.7819
C 8.6874 0.9315 1.1080
C 7.5364 2.0338 0.9304
N 6.7784 1.8630 -0.3514
C 5.7865 2.8582 -0.6346
C 4.4183 2.1983 -0.9864
O 4.0786 1.2601 0.0856
C 2.9013 0.4668 -0.2867
H 8.6991 -1.3766 3.3745
H 10.1084 -0.7407 2.4944
H 9.1909 -1.7882 1.6699
H 8.9611 0.7660 0.0660
H 9.6267 1.3226 1.4990
H 8.0193 3.0110 0.9296
H 6.8601 2.0426 1.7852
H 6.1825 1.0786 -0.1283
H 6.0005 3.3420 -1.5876
H 5.5894 3.6345 0.1047
H 4.3782 1.7746 -1.9898
H 3.6864 3.0059 -1.0015
H 3.0056 -0.0492 -1.2411
H 2.1556 1.2447 -0.4512
H 2.5556 -0.1235 0.5619
C 2.2272 0.6327 -6.8759
O 2.3757 0.5386 -5.4365
C 1.2306 0.8359 -4.6449
C 1.4333 2.1905 -3.9097
N 1.2354 3.3723 -4.8079
C 1.5010 4.7502 -4.1944
C 0.6355 5.0980 -2.9355
O -0.7359 4.9450 -3.1514
C -1.6135 5.3056 -2.0774
H 3.1351 0.3272 -7.3959
H 1.9991 1.6432 -7.2149
H 1.4274 -0.0523 -7.1576
H 1.1530 0.0369 -3.9076
H 0.3066 0.8023 -5.2223
H 2.4043 2.1111 -3.4208
H 0.6307 2.2353 -3.1736
H 0.3913 3.2605 -5.3511
H 1.4591 5.6254 -4.8428
H 2.5340 4.5561 -3.9056
H 0.9076 6.1293 -2.7107
H 0.7875 4.4792 -2.0512
H -1.2236 4.7219 -1.2435
H -2.6875 5.2022 -2.2323
H -1.4811 6.3332 -1.7389
C -3.1942 1.1138 1.5408
O -2.6322 2.1190 0.6686
C -3.6792 3.0128 0.1487
C -4.1866 4.1199 1.1376
N -3.3671 5.3284 1.1576
C -2.2205 5.0546 1.9738
C -1.5804 6.4215 2.2329
O -2.4588 7.1788 3.0745
C -2.2685 8.5540 3.0614
H -2.4353 0.5642 2.0976
H -3.8558 0.4160 1.0276
H -3.7855 1.6177 2.3054
H -4.5372 2.4391 -0.2020
H -3.3356 3.5266 -0.7491
H -4.5765 3.7372 2.0808
H -5.1543 4.4416 0.7528
H -3.9028 6.1505 1.3969
H -1.5219 4.4430 1.4028
H -2.5567 4.5589 2.8845
H -1.3797 6.9127 1.2809
H -0.6854 6.2939 2.8418
H -2.2911 8.8826 2.0224
H -1.3897 8.8449 3.6368
H -3.1915 8.9034 3.5241
C -7.6112 -0.8374 -0.6637
O -6.7008 0.1855 -0.8258
C -6.1329 0.3557 -2.2051
C -5.7901 -1.0298 -2.9629
N -4.8848 -1.7662 -2.1311
C -4.6668 -3.1619 -2.6436
C -4.0402 -4.0374 -1.5465
O -5.1406 -4.3503 -0.6177
C -4.8860 -5.2975 0.4203
H -7.8307 -0.8059 0.4035
H -7.1796 -1.8366 -0.7215
H -8.5065 -0.6848 -1.2664
H -5.1883 0.8700 -2.0283
H -6.8491 0.8378 -2.8705
H -5.3321 -0.6657 -3.8825
H -6.6512 -1.6592 -3.1878
H -5.2434 -1.7241 -1.1879
H -3.9772 -3.0184 -3.4755
H -5.5470 -3.6275 -3.0870
H -3.2698 -3.4237 -1.0796
H -3.6393 -4.9037 -2.0727
H -4.0691 -4.9910 1.0736
H -4.5089 -6.2309 0.0024
H -5.6568 -5.6124 1.1238
C 2.2005 -3.6989 -0.6356
C 3.4186 -4.5831 -0.1359
C 4.1327 -3.9679 1.0727
O 4.7071 -2.7972 0.5947
C 5.1493 -1.9426 1.6008
N 2.8672 -5.8665 0.2306
H 2.5359 -2.7996 -1.1521
H 1.6547 -3.4024 0.2601
H 1.5551 -4.1183 -1.4074
H 4.1297 -4.6742 -0.9570
H 4.9029 -4.5947 1.5221
H 3.3549 -3.8168 1.8211
H 5.2138 -0.9188 1.2322
H 6.1234 -2.2546 1.9775
H 4.4120 -1.9190 2.4032
H 2.6542 -6.4222 -0.5854
H 1.9869 -5.5661 0.6243
C 0.0029 -1.6104 2.7060
C -0.5532 -1.7031 4.1167
C -1.6622 -2.7258 4.3927
O -2.1775 -2.2944 5.7040
C -2.3531 -3.4206 6.5714
N 0.6116 -2.1369 5.0076
H 0.7978 -0.8653 2.6725
H -0.8628 -1.3554 2.0947
H 0.4400 -2.5618 2.4029
H -0.8848 -0.7080 4.4132
H -1.3018 -3.7462 4.5224
H -2.3624 -2.7784 3.5590
H -2.6936 -3.0565 7.5407
H -1.4093 -3.9482 6.7094
H -3.0100 -4.1230 6.0583
H 0.2854 -2.0289 5.9574
H 1.3471 -1.4530 4.9004
C -0.6355 -5.8866 0.1045
C -0.6973 -5.1642 1.4398
O 0.5329 -5.3817 2.1537
H -1.6673 -6.1274 -0.1515
H 0.0417 -6.7372 0.0283
H -0.1152 -5.3542 -0.6917
H -1.4679 -5.6021 2.0742
H -0.8316 -4.0838 1.3870
H 0.4680 -5.4146 3.1110
C -0.6028 -1.5598 -1.7518
C -1.5989 -0.4738 -1.3970
O -0.8929 0.7050 -1.3192
H -0.3788 -1.4292 -2.8105
H -0.8539 -2.6133 -1.6280
H 0.3582 -1.3359 -1.2889
H -2.0073 -0.7248 -0.4181
H -2.4169 -0.2494 -2.0816
H -1.4158 1.4283 -0.9655

Forces on atoms 1 to 2 (eV/Å):
C 1.475 -2.410 -0.821
O -0.906 2.561 -0.161

## Properties
LUMO level (alpha / beta): -2.38 / -7.27 eV
DFT total energy: -2658.7284 Eh
HOMO level (alpha / beta): -0.376 / -0.376 hartree
Maximum force: 3.3 eV Å⁻¹
<S²>: 0.7548
2S+1: 2
Charge: +1

3.
9 unconnected molecules or ions with the total composition C36H96N15O9P3 at a distorted geometry. Source: the Open Molecules 2025 dataset; level of theory: ωB97M-V with the def2-TZVPD basis set.

Element x y z (Å)
C -14.3928 -26.7365 -17.2768
N -14.3515 -26.1117 -15.9963
C -14.9431 -24.7932 -15.9015
P -13.6009 -26.9278 -14.7388
O -13.2031 -28.2874 -15.1275
N -12.2933 -26.1725 -14.2142
C -12.3485 -24.7468 -13.8609
C -11.0810 -26.8078 -13.7995
N -14.6827 -26.9289 -13.4321
C -14.0504 -27.3733 -12.1985
C -16.0436 -27.5114 -13.5875
H -13.9421 -26.1395 -18.0996
H -15.4421 -26.8948 -17.5697
H -13.8680 -27.6828 -17.2491
H -15.6934 -24.7337 -16.7323
H -14.2137 -23.9830 -16.1088
H -15.4524 -24.6380 -14.9608
H -13.3492 -24.5828 -13.3947
H -11.4837 -24.5200 -13.2055
H -12.1929 -24.0122 -14.7004
H -10.2739 -26.8698 -14.5087
H -10.6747 -26.3753 -12.8904
H -11.1955 -27.8926 -13.5402
H -13.9755 -28.4615 -12.1037
H -13.0182 -27.0648 -12.2073
H -14.6406 -26.9457 -11.4161
H -16.0170 -28.6112 -13.6269
H -16.5936 -26.9458 -14.3958
H -16.4774 -27.1952 -12.6796
C -15.4954 -20.8792 -7.5727
N -15.8645 -21.5135 -8.9015
C -16.9279 -20.8156 -9.5526
P -14.6865 -22.3367 -9.8068
O -13.3085 -21.6587 -9.9432
N -14.6254 -23.8360 -9.1175
C -15.5573 -24.5050 -8.2011
C -13.3447 -24.4286 -9.1416
N -15.3550 -22.6025 -11.2544
C -16.2050 -23.7361 -11.4508
C -14.8130 -21.9988 -12.4306
H -15.2533 -19.8067 -7.6167
H -14.5985 -21.4374 -7.1756
H -16.3761 -20.8998 -6.8914
H -16.5286 -19.8129 -9.6376
H -17.8529 -20.8337 -8.9711
H -16.9898 -21.1825 -10.5274
H -16.3917 -23.7824 -8.0632
H -15.8858 -25.4095 -8.7171
H -15.1137 -24.8015 -7.1872
H -12.8059 -24.3600 -8.2412
H -13.4759 -25.5023 -9.3545
H -12.6805 -24.0120 -9.9264
H -17.1817 -23.4374 -11.8018
H -15.8576 -24.4176 -12.2059
H -16.3008 -24.3684 -10.5402
H -14.2267 -22.7864 -13.0474
H -14.0900 -21.1616 -12.1753
H -15.5420 -21.4806 -13.0209
C -6.3424 -12.0617 -10.5589
N -7.1583 -13.1732 -10.0688
C -6.3085 -14.1121 -9.4115
P -8.2953 -13.7395 -11.0825
O -7.8512 -14.5489 -12.2223
N -9.1971 -14.6533 -10.0134
C -9.7867 -15.9733 -10.3980
C -9.5897 -14.1942 -8.7262
N -9.2151 -12.4807 -11.5827
C -9.1122 -12.1067 -12.9564
C -9.8089 -11.4881 -10.7069
H -6.9272 -11.4593 -11.3491
H -5.4325 -12.4793 -11.1008
H -5.9507 -11.4459 -9.8007
H -6.8716 -14.7222 -8.7359
H -5.5328 -13.5412 -8.8951
H -5.7366 -14.6936 -10.1649
H -9.8535 -16.6284 -9.5110
H -10.8179 -15.8044 -10.6948
H -9.1509 -16.4869 -11.1606
H -9.2799 -14.9525 -8.0147
H -8.9223 -13.3469 -8.4826
H -10.5923 -13.7923 -8.6136
H -8.6713 -11.1445 -13.0610
H -8.5095 -12.8050 -13.5188
H -10.0607 -12.0157 -13.4301
H -10.7027 -11.1262 -11.2508
H -9.1354 -10.7062 -10.3076
H -10.3117 -12.0388 -9.8924
C -11.8613 -14.4849 -12.3186
N -11.1512 -15.4353 -13.1826
C -11.7147 -16.5467 -13.7514
C -10.7463 -17.3065 -14.6149
O -12.9065 -16.8307 -13.6273
H -12.7615 -13.8990 -12.6883
H -11.0848 -13.8017 -11.9834
H -12.2733 -15.0781 -11.4900
H -10.1429 -15.3567 -13.1898
H -10.4546 -16.6511 -15.4124
H -11.2962 -18.1515 -15.0994
H -9.8945 -17.5988 -14.1150
C -7.1519 -20.5584 -10.8008
N -6.6937 -20.2952 -9.4843
C -6.6536 -21.1581 -8.4703
C -6.3210 -20.5926 -7.0691
O -6.9937 -22.3387 -8.6515
H -6.3747 -20.8277 -11.5090
H -7.4210 -19.6124 -11.2400
H -7.9884 -21.2552 -10.8136
H -6.6410 -19.2903 -9.2549
H -7.1629 -21.0405 -6.4963
H -6.3754 -19.5020 -7.0122
H -5.3600 -20.9935 -6.7630
C -7.8827 -24.2105 -12.0732
N -8.1922 -23.9471 -10.6827
C -9.3254 -24.4457 -10.1560
C -9.7006 -23.8803 -8.8184
O -9.9827 -25.3621 -10.7125
H -7.9673 -23.2714 -12.5982
H -8.6068 -24.9379 -12.4482
H -6.8603 -24.4874 -12.1385
H -7.6279 -23.3586 -10.0893
H -10.0617 -24.6158 -8.1611
H -10.5199 -23.1693 -8.8850
H -8.8736 -23.3322 -8.3507
C -13.7711 -18.5637 -10.8124
N -14.0105 -17.0926 -10.8022
C -14.9377 -16.5443 -9.9173
C -15.2731 -15.1103 -10.2575
O -15.3308 -17.1860 -8.9816
H -14.7102 -18.9830 -10.5347
H -12.9995 -18.8161 -10.1164
H -13.2783 -18.8698 -11.7527
H -13.9273 -16.6085 -11.6422
H -16.3654 -14.8833 -10.4268
H -14.7725 -14.7874 -11.1521
H -14.8469 -14.4979 -9.4183
C -6.8896 -17.4618 -13.0459
N -5.4971 -17.3691 -12.6199
C -5.2116 -17.1493 -11.3365
C -3.7668 -16.7229 -11.0076
O -6.0489 -17.2904 -10.4619
H -6.9728 -17.8530 -14.0825
H -7.3064 -16.4680 -12.9742
H -7.4378 -18.1284 -12.3450
H -4.7328 -17.1913 -13.2666
H -3.3056 -17.4656 -10.4540
H -3.6425 -15.9487 -10.2937
H -3.3164 -16.5993 -11.9996
C -10.2753 -19.5746 -8.8794
N -10.7928 -20.3688 -9.9714
C -10.5219 -20.0010 -11.2788
C -10.9435 -21.0805 -12.2420
O -9.7958 -19.0863 -11.5961
H -10.2241 -20.1471 -7.9446
H -10.8915 -18.7246 -8.6898
H -9.2470 -19.2997 -9.1230
H -11.7061 -20.8170 -9.8558
H -10.1036 -21.5705 -12.6491
H -11.4477 -20.6589 -13.1243
H -11.4963 -21.8933 -11.7581

Forces on atoms 1 to 2 (eV/Å):
C -0.212 -0.032 -1.380
N 0.365 0.135 1.628

## Properties
Structure (SMILES): CN(C)P(=O)(N(C)C)N(C)C.CN(C)P(=O)(N(C)C)N(C)C.CN(C)P(=O)(N(C)C)N(C)C.CNC(C)=O.CNC(C)=O.CNC(C)=O.CNC(C)=O.CNC(C)=O.CNC(C)=O
LUMO level: 0.45 eV
DFT total energy: -3952.0283 Eh
HOMO level: -0.308 hartree
Maximum force: 3.4 eV Å⁻¹